No. 1
{"formula": "C28H32F5N3O4Sr", "method": "ωB97M-V with the def2-TZVPD basis set", "species": ["Sr", "C", "C", "C", "C", "C", "C", "C", "C", "C", "C", "H", "H", "H", "H", "H", "H", "H", "H", "H", "H", "H", "H", "H", "H", "C", "C", "N", "O", "C", "C", "N", "O", "H", "H", "H", "H", "H", "H", "H", "O", "C", "C", "C", "C", "C", "C", "C", "C", "N", "H", "H", "H", "H", "H", "H", "H", "H", "H", "H", "H", "F", "C", "C", "F", "C", "F", "C", "O", "C", "F", "C", "F"], "xyz": [[0.212517, 0.323264, 0.324694], [0.941012, -0.199272, -4.923143], [1.090430, -1.571566, -4.266257], [-0.280646, -2.261493, -4.253817], [1.702800, -1.505524, -2.875534], [2.259789, -0.342504, -2.353877], [2.851836, -0.322896, -1.092273], [2.887327, -1.464075, -0.295210], [3.564962, -1.469713, 1.049768], [2.332293, -2.630436, -0.818737], [1.769131, -2.651805, -2.082205], [0.495312, -0.313802, -5.912018], [1.900429, 0.304918, -5.049641], [0.277371, 0.426965, -4.322643], [1.767848, -2.172718, -4.883962], [-0.982387, -1.663729, -3.670828], [-0.237321, -3.267749, -3.837369], [-0.662651, -2.340421, -5.272962], [2.273547, 0.567597, -2.938406], [3.345761, 0.583531, -0.754810], [4.540590, -1.956231, 0.979371], [2.971315, -2.023241, 1.778695], [3.713317, -0.457025, 1.420074], [2.361777, -3.542567, -0.232461], [1.378941, -3.589742, -2.457320], [0.939215, 4.451150, -1.694916], [0.403020, 3.143164, -1.201258], [0.775521, 2.594987, -0.107222], [1.747347, 3.250729, 0.622562], [-0.553500, 2.372428, -2.013727], [-1.268159, 2.976358, -3.186861], [-0.685896, 1.128921, -1.676132], [-1.479567, 0.326181, -2.353554], [1.430162, 4.984864, -0.885797], [0.143578, 5.063558, -2.115316], [1.675237, 4.267104, -2.481327], [1.863314, 2.647619, 1.381379], [-0.563166, 3.299750, -3.955653], [-1.868945, 3.837053, -2.886009], [-1.923437, 2.214505, -3.601730], [-0.729784, -1.422977, -0.627172], [-1.604160, -2.449198, -0.190584], [-3.072144, -2.065813, -0.344032], [-3.377027, -0.627569, 0.102726], [-2.914959, -0.222078, 1.477087], [-3.550468, -0.696271, 2.621194], [-3.230555, -0.157453, 3.855975], [-2.303810, 0.872861, 3.916983], [-1.678326, 1.253804, 2.744721], [-1.942114, 0.699202, 1.557776], [-1.123842, -0.956092, -1.445304], [-1.372844, -2.643085, 0.861564], [-1.415732, -3.375709, -0.744785], [-3.683048, -2.789006, 0.201226], [-3.349631, -2.132638, -1.399183], [-4.459896, -0.484476, 0.067411], [-2.939104, 0.057890, -0.620414], [-4.308980, -1.465085, 2.543468], [-3.717498, -0.517721, 4.752926], [-2.060222, 1.360359, 4.851124], [-0.943083, 2.051862, 2.744389], [0.351607, -0.347586, 7.290064], [0.623508, -0.071858, 6.009055], [1.114011, 1.173441, 5.643592], [1.304263, 2.105746, 6.579069], [1.396435, 1.448424, 4.322776], [1.835321, 2.670644, 3.978083], [1.207830, 0.514491, 3.282046], [1.443392, 0.787328, 2.042744], [0.687965, -0.720487, 3.707405], [0.394273, -1.639260, 2.746848], [0.407719, -1.018792, 5.023754], [-0.099123, -2.211035, 5.343899]], "forces_ev_per_angstrom": [[0.8, -1.2, 0.5], [0.1, -0.1, 0.0], [-0.1, 0.1, 0.0], [0.1, 0.0, 0.0], [0.0, 0.0, 0.0], [0.0, 0.0, 0.0], [0.1, -0.1, 0.0], [0.1, 0.0, 0.0], [0.0, 0.0, -0.1], [0.0, 0.0, 0.0], [0.1, 0.0, 0.0], [0.0, 0.0, 0.0], [0.0, 0.0, 0.0], [0.0, 0.0, 0.0], [0.0, 0.0, 0.0], [0.0, 0.0, 0.0], [0.0, 0.0, 0.0], [0.0, 0.0, 0.0], [-0.1, 0.0, 0.0], [-0.1, 0.0, 0.1], [0.0, 0.0, 0.0], [0.0, 0.0, 0.0], [0.0, 0.0, 0.0], [0.0, 0.0, 0.0], [0.0, 0.0, 0.0], [0.0, 0.0, 0.1], [0.3, 0.3, 0.2], [0.2, 1.2, -0.2], [0.1, 0.2, 0.0], [-0.3, -0.3, -0.5], [0.1, -0.1, 0.2], [-0.6, 0.9, -1.7], [0.0, -0.1, 0.0], [0.0, 0.0, 0.0], [0.0, 0.0, 0.0], [0.0, 0.0, 0.0], [0.0, 0.0, 0.0], [0.0, 0.0, 0.0], [0.0, 0.0, 0.0], [0.0, 0.0, 0.0], [-1.5, -1.9, -1.2], [-0.1, -0.3, 0.1], [0.1, 0.2, 0.0], [0.0, -0.1, 0.0], [-0.2, 0.0, 0.1], [0.0, 0.0, 0.1], [0.0, 0.0, -0.1], [0.0, 0.0, 0.1], [-0.1, 0.0, 0.1], [-0.8, 0.2, 0.3], [0.1, 0.2, -0.1], [0.0, 0.0, 0.0], [0.1, 0.0, 0.0], [0.0, 0.0, 0.0], [-0.1, -0.1, 0.0], [0.0, 0.0, 0.0], [0.0, 0.0, 0.0], [0.0, 0.0, -0.1], [0.0, 0.0, 0.0], [0.0, 0.0, 0.0], [0.0, -0.1, 0.0], [0.0, 0.0, 0.1], [0.0, 0.0, -0.1], [0.0, -0.1, 0.0], [0.0, 0.0, 0.1], [0.0, -0.1, -0.3], [0.1, 0.1, 0.1], [0.2, -0.1, 0.9], [1.4, 0.8, 1.8], [0.1, 0.0, -0.3], [0.0, 0.1, 0.0], [0.0, 0.1, 0.0], [-0.1, -0.1, 0.0]], "de_lowest_ev": 1.471, "charge": 0, "gap_ha": 0.306, "fmax_ev_per_a": 2.69, "homo_ev": -7.926}



No. 2
{"formula": "C28H32GeLiNO3PS2Se", "method": "ωB97M-V with the def2-TZVPD basis set", "species": ["Li", "O", "S", "O", "O", "C", "C", "C", "C", "C", "C", "P", "C", "C", "C", "C", "C", "C", "C", "C", "C", "C", "C", "C", "H", "H", "H", "H", "H", "H", "H", "H", "H", "H", "H", "H", "H", "H", "S", "C", "C", "C", "C", "C", "N", "H", "H", "H", "H", "C", "Ge", "C", "C", "C", "Se", "C", "H", "H", "H", "H", "H", "H", "H", "H", "H", "H", "H", "H", "H", "H"], "xyz": [[1.215507, 0.282004, -0.747281], [-1.240587, 3.034444, -0.378567], [-0.875730, 1.640739, -0.446386], [-0.250555, 1.209678, -1.702511], [-0.055969, 1.171898, 0.678941], [-2.425442, 0.734815, -0.349965], [-3.587938, 1.471631, -0.193523], [-4.812985, 0.830013, -0.079107], [-4.872221, -0.552175, -0.104882], [-3.704666, -1.282314, -0.256965], [-2.472549, -0.654626, -0.403871], [-0.915748, -1.622331, -0.496609], [-1.182618, -2.817875, -1.844341], [-2.191914, -2.751951, -2.798701], [-2.227559, -3.660085, -3.847540], [-1.261069, -4.645530, -3.951445], [-0.243236, -4.711055, -3.008285], [-0.197714, -3.797002, -1.973308], [-1.200973, -2.631590, 1.000510], [-1.069055, -1.948018, 2.208310], [-1.234878, -2.610213, 3.410547], [-1.521564, -3.970167, 3.424393], [-1.647302, -4.655914, 2.227502], [-1.491767, -3.988509, 1.019367], [-3.511497, 2.546212, -0.159565], [-5.717175, 1.411876, 0.042718], [-5.819717, -1.061998, 0.007533], [-3.748170, -2.365192, -0.251964], [-2.945508, -1.980665, -2.739899], [-3.014138, -3.588135, -4.588233], [-1.288322, -5.347844, -4.772693], [0.532226, -5.459349, -3.094715], [0.623029, -3.831401, -1.265234], [-0.828756, -0.891213, 2.195968], [-1.126747, -2.066618, 4.339597], [-1.639867, -4.491396, 4.366702], [-1.872698, -5.715025, 2.227505], [-1.588178, -4.536179, 0.089180], [3.250973, -0.379924, -1.961681], [3.241921, -1.621257, -0.764557], [4.093659, -2.744896, -0.829610], [4.066342, -3.683216, 0.169509], [3.189559, -3.518640, 1.243807], [2.370854, -2.405307, 1.224875], [2.375512, -1.494996, 0.259541], [4.763770, -2.836844, -1.671759], [4.724054, -4.543124, 0.122145], [3.135348, -4.228363, 2.057723], [1.653352, -2.238577, 2.021329], [1.453254, 7.415526, 1.002077], [1.271066, 5.568750, 0.327729], [0.471945, 4.450989, 1.722364], [0.173653, 5.572463, -1.284552], [3.069979, 4.938317, -0.155109], [3.204403, 3.067627, -0.697444], [3.110201, 2.264825, 1.066355], [0.483995, 7.823838, 1.280379], [1.887114, 8.062502, 0.243500], [2.096227, 7.444239, 1.879424], [-0.391085, 4.960242, 2.150229], [1.190306, 4.268915, 2.520447], [0.139414, 3.495089, 1.315403], [-0.838130, 5.907873, -1.063842], [0.109218, 4.574837, -1.703547], [0.609846, 6.251349, -2.018127], [3.793061, 5.126439, 0.644266], [3.399838, 5.524797, -1.017035], [2.126308, 2.392776, 1.507512], [3.888925, 2.683386, 1.706629], [3.299176, 1.201434, 0.918842]], "forces_ev_per_angstrom": [[0.3, -0.4, 0.1], [-0.2, -0.1, -0.1], [-0.1, 0.0, -0.4], [-0.2, 0.1, 0.1], [0.0, -0.1, 0.1], [0.1, 0.2, 0.0], [-0.2, 0.0, 0.0], [0.1, 0.2, 0.0], [0.0, -0.1, 0.0], [-0.1, -0.1, 0.0], [0.0, -0.1, 0.0], [0.2, 0.1, -0.1], [-0.1, 0.1, 0.0], [0.0, 0.0, 0.0], [0.0, 0.0, 0.0], [0.0, 0.0, 0.0], [0.0, 0.0, -0.1], [0.1, 0.0, 0.0], [0.1, -0.1, -0.1], [0.0, 0.0, 0.1], [0.0, 0.0, 0.0], [0.0, 0.0, 0.1], [0.0, 0.0, 0.0], [0.0, -0.1, 0.0], [0.0, 0.1, 0.0], [0.0, 0.0, 0.0], [0.0, 0.0, 0.0], [0.0, 0.0, 0.0], [-0.1, 0.1, 0.0], [0.0, 0.0, 0.0], [0.0, -0.1, 0.0], [0.0, -0.1, 0.0], [0.0, 0.0, 0.0], [0.0, 0.1, 0.0], [0.0, 0.0, 0.0], [0.0, 0.0, 0.0], [0.0, 0.0, 0.0], [0.0, 0.0, 0.0], [0.0, 0.0, 0.0], [0.0, 0.2, -0.3], [0.1, 0.0, 0.0], [0.0, -0.1, 0.1], [0.0, 0.0, 0.0], [-0.1, -0.3, 0.2], [-0.1, 0.4, 0.0], [0.0, 0.0, 0.0], [0.0, 0.0, 0.0], [0.0, 0.0, 0.0], [0.0, 0.0, 0.0], [0.0, -0.1, 0.0], [-0.2, -0.3, 0.1], [0.1, 0.0, 0.0], [0.1, 0.3, 0.0], [0.0, 0.2, 0.2], [0.0, 0.0, -0.1], [0.1, -0.1, 0.1], [-0.1, 0.0, 0.0], [0.1, 0.1, -0.1], [0.1, 0.0, 0.1], [-0.1, 0.0, 0.0], [0.1, 0.0, 0.1], [0.1, 0.3, 0.1], [-0.1, 0.0, 0.0], [0.0, -0.1, 0.0], [0.0, 0.0, -0.1], [0.0, 0.0, 0.0], [0.0, -0.1, 0.0], [0.0, 0.0, 0.0], [-0.1, 0.0, 0.0], [0.0, 0.0, 0.0]], "de_lowest_ev": 0.000, "charge": -1, "gap_ha": 0.248, "fmax_ev_per_a": 0.47, "homo_ev": -4.174}